ORCA calculation (wB97M-V/def2-TZVPD) on 8 unconnected molecules or ions with the total composition C31H60BrFN2O12S.

Net charge   0
Structure (SMILES)   O=NOCN(CC(=O)Br)S(=O)(=O)F.C1CCOC1.C1CCOC1.C1CCOC1.C1CCOC1.C1CCOC1.C1CCOC1.C1CCOC1
HOMO-LUMO gap   8.24 eV
2S+1   1
E_HOMO   -0.320 Ha

Geometry (Å):
1 H -3.229 -2.209 -1.645
2 H 1.963 3.511 -9.939
3 C 1.113 7.025 -5.152
4 C -3.085 -1.870 1.674
5 C 3.427 -2.020 -2.305
6 C 2.521 2.960 -9.180
7 H -6.101 -3.255 4.673
8 H -4.897 -2.190 6.466
9 C -6.382 -2.224 4.894
10 H 0.588 -1.020 -4.141
11 H 1.550 6.919 -3.038
12 H -6.549 -1.969 7.060
13 H 2.984 -4.069 -2.825
14 N 3.107 -0.143 8.419
15 H 3.895 6.232 -4.429
16 H -1.379 -4.561 4.348
17 H -1.080 -6.945 4.840
18 H 0.591 -5.669 6.006
19 O 2.315 6.514 -5.729
20 C 0.008 -0.098 -4.024
21 H -4.501 -1.187 0.192
22 H -0.050 2.088 -1.991
23 H 4.827 -1.619 -5.104
24 H 1.351 1.354 7.395
25 S -1.022 0.361 5.859
26 H -3.033 -5.044 4.744
27 H 0.544 -0.148 7.952
28 H 4.299 -3.916 -1.654
29 H 1.412 0.868 -5.392
30 C 4.128 -2.228 -4.529
31 O 0.930 2.575 -7.480
32 H -5.009 0.244 6.671
33 H 0.407 6.202 -5.031
34 H 2.886 9.093 -4.717
35 O -1.481 0.802 4.597
36 O -0.225 -2.370 3.571
37 H 3.146 4.873 -8.272
38 H 1.052 0.924 -1.230
39 H 4.950 -4.239 -4.280
40 C -5.867 -1.738 6.243
41 H 0.838 8.461 -3.526
42 O 3.460 -1.389 -3.587
43 H 1.954 2.510 -3.287
44 H -2.862 -2.819 2.179
45 C -1.926 -4.109 6.384
46 H 0.844 4.636 -7.613
47 H 0.902 1.473 -9.214
48 H -2.812 -4.227 7.018
49 H -1.800 -3.051 6.165
50 H 3.403 2.528 -9.650
51 C -5.701 -0.242 5.984
52 O -0.775 -4.572 7.100
53 H 0.673 7.761 -5.833
54 H 4.188 7.360 -5.765
55 H -4.664 -2.905 0.572
56 H -5.462 0.657 3.992
57 H 1.637 3.997 -6.165
58 C -3.948 -2.096 0.439
59 H 2.420 -1.921 -1.895
60 O -5.796 -1.371 3.912
61 N 0.627 0.159 5.830
62 C 3.450 7.030 -5.033
63 H 5.787 -2.980 -3.365
64 H 2.230 1.095 -8.102
65 C 2.929 8.159 -4.153
66 H -4.104 -0.355 4.525
67 F -1.021 1.600 6.818
68 H 0.663 -1.987 5.839
69 C -2.887 -2.378 -0.624
70 Br 0.870 -0.097 2.498
71 C -5.193 -0.242 4.549
72 C -0.341 -5.821 6.561
73 C -1.779 -1.415 -0.216
74 C 1.518 7.668 -3.832
75 H -2.542 -3.412 -0.544
76 H 2.053 -1.154 5.087
77 H -3.543 -1.198 2.398
78 H 0.120 1.913 -4.816
79 C 0.970 -1.144 5.210
80 C 2.839 3.867 -7.992
81 H -0.781 -1.768 -0.479
82 C -2.017 -4.972 5.132
83 H -0.955 -0.224 -4.520
84 O -0.223 0.129 -2.629
85 C 0.793 1.104 -4.529
86 C 0.386 -1.393 3.827
87 H 4.126 -1.507 -1.635
88 O 2.449 -0.374 7.174
89 O -1.867 -1.294 1.206
90 C 1.594 1.481 -3.285
91 H -0.142 -6.507 7.387
92 C 1.198 0.295 7.194
93 H 3.547 8.321 -3.270
94 H -7.473 -2.143 4.836
95 O 4.110 -0.717 8.446
96 H 3.627 3.425 -7.379
97 O -1.676 -0.698 6.546
98 H -2.210 -6.849 6.197
99 H -1.918 -0.433 -0.675
100 C 1.630 1.908 -8.528
101 C 4.809 -3.320 -3.714
102 C 0.586 1.214 -2.175
103 H -6.666 0.266 6.050
104 C 1.517 3.857 -7.239
105 H 2.450 0.812 -3.181
106 C 3.847 -3.465 -2.536
107 C -1.453 -6.299 5.635
108 H 3.390 -2.653 -5.219